# 1
{
  "formula": "C17H18N3Ru",
  "method": "wB97M-V/def2-TZVPD",
  "species": ["C", "C", "H", "H", "H", "H", "Ru", "C", "C", "C", "C", "H", "H", "H", "C", "H", "H", "N", "C", "C", "C", "C", "C", "N", "C", "C", "C", "C", "C", "N", "H", "H", "H", "H", "H", "H", "H", "H", "H"],
  "xyz": [[-1.987, 0.814, -0.263], [-1.033, 1.844, -0.252], [-2.628, 0.659, 0.608], [-2.352, 0.381, -1.200], [-0.634, 2.263, -1.181], [-0.921, 2.469, 0.637], [0.135, -0.162, 0.149], [0.142, -1.717, -1.312], [-0.035, -0.477, -2.020], [2.045, -0.402, -0.973], [1.434, -1.661, -0.640], [-0.909, -0.211, -2.603], [1.282, 1.352, -2.168], [3.019, -0.057, -0.653], [1.124, 0.340, -1.799], [1.866, -2.441, -0.035], [-0.554, -2.549, -1.295], [-1.135, 0.633, 2.890], [-1.409, -0.747, 2.727], [-2.156, -1.416, 3.697], [-2.131, -2.808, 3.700], [-1.416, -3.458, 2.686], [-0.817, -2.719, 1.679], [-0.820, -1.363, 1.700], [0.233, 0.985, 2.958], [0.723, 1.627, 4.099], [2.101, 1.587, 4.325], [2.912, 0.973, 3.366], [2.357, 0.496, 2.191], [1.021, 0.543, 1.977], [-1.651, 1.018, 3.678], [-2.663, -0.811, 4.450], [-2.646, -3.374, 4.474], [-1.329, -4.541, 2.651], [-0.303, -3.191, 0.842], [-0.003, 2.054, 4.795], [2.524, 2.013, 5.235], [3.984, 0.870, 3.508], [2.950, 0.043, 1.402]],
  "mulliken_charge": [-0.490, -0.372, 0.248, 0.294, 0.328, 0.217, 0.283, -0.517, -0.690, -0.452, -0.579, 0.690, 0.550, 0.723, -0.623, 0.423, 0.472, 0.301, 0.721, -0.961, -0.438, -0.860, -0.275, 0.603, 0.659, -0.927, -0.403, -0.829, -0.243, 0.541, 0.366, 0.382, 0.467, 0.459, 0.331, 0.381, 0.465, 0.466, 0.291],
  "total_charge": 2,
  "e_lumo_ev": [-7.007, -11.507],
  "homo_lumo_gap_ev": [5.1, 3.5],
  "mol_weight_g_mol": 365.4,
  "homo_ev": [-12.107, -14.977],
  "e_above_lowest_kcal_mol": 30.5,
  "spin_multiplicity": 6,
  "fmax_ev_per_a": 5.2,
  "e_tot_ev": -24951.4259
}

=====

# 2
{
  "formula": "C7H15N",
  "method": "wB97M-V/def2-TZVPD",
  "species": ["C", "C", "C", "C", "C", "N", "C", "C", "H", "H", "H", "H", "H", "H", "H", "H", "H", "H", "H", "H", "H", "H", "H"],
  "xyz": [[1.558, -0.636, 0.577], [0.046, -0.508, 0.607], [-3.215, -0.106, -0.062], [2.255, 0.708, 0.823], [2.081, -1.296, -0.711], [-2.033, 0.520, 0.558], [-0.665, 0.402, -0.234], [-0.475, 1.202, -1.287], [-2.212, 1.488, 0.812], [1.826, -1.297, 1.410], [-0.453, -1.480, 0.686], [-1.372, -0.023, 1.398], [-2.975, -1.148, -0.271], [-3.467, 0.390, -0.999], [-4.064, -0.063, 0.621], [2.027, 1.422, 0.030], [3.341, 0.584, 0.857], [1.928, 1.143, 1.769], [1.610, -2.269, -0.869], [1.865, -0.677, -1.584], [3.164, -1.448, -0.670], [0.343, 1.041, -1.972], [-1.114, 2.052, -1.490]],
  "mulliken_charge": [0.296, -0.895, -0.782, -1.427, -1.319, -0.206, 0.579, -1.065, 0.317, 0.264, 0.265, 0.533, 0.264, 0.310, 0.340, 0.270, 0.423, 0.322, 0.348, 0.212, 0.425, 0.275, 0.253],
  "e_lumo_ev": 0.748,
  "homo_lumo_gap_ev": 7.4,
  "mol_weight_g_mol": 113.2,
  "homo_ev": -6.604,
  "e_above_lowest_kcal_mol": 86.2,
  "fmax_ev_per_a": 1.5,
  "e_tot_ev": -8988.7532
}

=====

# 3
{
  "formula": "C23H41AlN2O3Si2Te",
  "method": "wB97M-V/def2-TZVPD",
  "species": ["Al", "C", "C", "O", "C", "C", "C", "N", "N", "C", "O", "C", "C", "C", "C", "C", "C", "H", "H", "H", "H", "H", "H", "H", "H", "H", "H", "H", "H", "C", "Si", "C", "C", "C", "Te", "C", "Si", "C", "C", "C", "H", "H", "H", "H", "H", "H", "H", "H", "H", "H", "H", "H", "H", "H", "H", "H", "H", "H", "H", "H", "H", "H", "C", "C", "C", "O", "H", "H", "H", "H", "H", "H", "H"],
  "xyz": [[0.498, -1.226, -0.535], [-0.047, -1.786, -4.588], [0.749, -1.698, -3.319], [0.139, -1.082, -2.342], [2.002, -2.241, -3.234], [2.833, -2.117, -2.081], [4.288, -2.451, -2.181], [2.324, -1.665, -0.975], [3.208, -1.392, 0.083], [2.565, -0.691, 0.963], [1.293, -0.365, 0.845], [3.255, -0.216, 2.184], [4.626, 0.015, 2.177], [5.259, 0.457, 3.328], [4.527, 0.663, 4.490], [3.158, 0.433, 4.497], [2.520, 0.000, 3.345], [-0.690, -2.669, -4.545], [0.589, -1.869, -5.467], [-0.694, -0.914, -4.678], [2.419, -2.704, -4.116], [4.500, -2.937, -3.130], [4.594, -3.088, -1.352], [4.882, -1.539, -2.105], [5.183, -0.155, 1.265], [6.325, 0.644, 3.317], [5.025, 1.007, 5.387], [2.586, 0.593, 5.402], [1.452, -0.171, 3.332], [0.426, 4.868, -1.961], [0.331, 3.231, -1.061], [1.822, 2.190, -1.463], [0.243, 3.529, 0.777], [-1.203, 2.356, -1.708], [-1.801, 0.530, -0.802], [-2.548, 1.335, 1.021], [-4.417, 1.276, 1.169], [-4.909, 2.121, 2.761], [-5.187, 2.175, -0.273], [-4.960, -0.508, 1.202], [1.331, 5.412, -1.680], [-0.430, 5.502, -1.723], [0.447, 4.728, -3.044], [2.736, 2.761, -1.279], [1.831, 1.873, -2.508], [1.858, 1.300, -0.835], [1.147, 4.058, 1.090], [0.203, 2.591, 1.337], [-0.613, 4.143, 1.064], [-1.008, 2.080, -2.749], [-2.094, 2.987, -1.715], [-2.160, 2.354, 1.089], [-2.071, 0.758, 1.817], [-4.596, 3.168, 2.766], [-4.469, 1.635, 3.633], [-5.995, 2.101, 2.882], [-4.905, 3.231, -0.272], [-6.276, 2.126, -0.198], [-4.901, 1.745, -1.235], [-4.627, -0.997, 2.121], [-4.558, -1.073, 0.358], [-6.048, -0.583, 1.159], [-0.575, -4.665, -0.861], [-1.246, -3.618, 0.017], [-1.526, -4.142, 1.415], [-0.444, -2.483, 0.103], [-1.191, -5.562, -0.963], [0.384, -4.954, -0.426], [-0.386, -4.260, -1.857], [-2.208, -3.348, -0.447], [-0.589, -4.412, 1.907], [-2.171, -5.022, 1.391], [-2.014, -3.371, 2.014]],
  "mulliken_charge": [-1.744, -1.584, 0.869, -0.003, -1.019, 1.307, -1.486, 1.133, -1.042, 0.448, 0.012, 0.286, -0.440, -0.655, -0.385, -0.629, -0.367, 0.299, 0.419, 0.278, 0.323, 0.429, 0.333, 0.286, 0.434, 0.385, 0.385, 0.399, 0.500, -1.045, 0.261, -0.654, -0.956, -0.920, -0.185, -0.372, 0.264, -1.062, -1.021, -0.982, 0.298, 0.295, 0.310, 0.489, 0.301, -0.135, 0.384, 0.240, 0.334, 0.483, 0.504, 0.007, 0.442, 0.312, 0.321, 0.315, 0.323, 0.342, 0.332, 0.298, 0.297, 0.340, -1.373, 0.913, -1.446, 0.515, 0.464, 0.247, 0.197, 0.148, 0.296, 0.421, 0.288],
  "e_lumo_ev": 0.387,
  "homo_lumo_gap_ev": 8.2,
  "mol_weight_g_mol": 604.3,
  "homo_ev": -7.861,
  "e_above_lowest_kcal_mol": 0.0,
  "fmax_ev_per_a": 0.6,
  "e_tot_ev": -63291.6356
}

=====

# 4
{
  "formula": "C21H29N3OS",
  "method": "wB97M-V/def2-TZVPD",
  "species": ["C", "C", "N", "C", "S", "C", "C", "C", "C", "O", "N", "C", "C", "C", "C", "N", "C", "C", "C", "C", "C", "C", "C", "C", "C", "C", "H", "H", "H", "H", "H", "H", "H", "H", "H", "H", "H", "H", "H", "H", "H", "H", "H", "H", "H", "H", "H", "H", "H", "H", "H", "H", "H", "H", "H"],
  "xyz": [[-2.375, -6.457, 2.430], [-1.157, -5.600, 2.508], [0.057, -6.181, 2.702], [1.005, -5.325, 2.747], [0.510, -3.672, 2.558], [-1.127, -4.237, 2.411], [-2.246, -3.289, 2.162], [-2.294, -2.878, 0.679], [-3.338, -1.795, 0.465], [-4.446, -2.069, 0.042], [-3.005, -0.530, 0.819], [-3.949, 0.543, 0.568], [-3.438, 1.448, -0.552], [-2.052, 1.986, -0.206], [-1.100, 0.818, 0.093], [0.221, 1.238, 0.493], [1.130, 1.820, -0.374], [1.077, 1.664, -1.758], [2.058, 2.211, -2.563], [3.121, 2.929, -2.034], [4.181, 3.516, -2.932], [5.551, 2.906, -2.626], [4.227, 5.040, -2.804], [3.171, 3.085, -0.653], [2.197, 2.546, 0.160], [-1.705, -0.046, 1.213], [-2.920, -6.273, 1.506], [-2.073, -7.499, 2.466], [-3.042, -6.253, 3.267], [2.037, -5.573, 2.889], [-2.120, -2.402, 2.788], [-3.192, -3.761, 2.431], [-2.598, -3.739, 0.082], [-1.308, -2.558, 0.340], [-4.077, 1.121, 1.491], [-4.901, 0.086, 0.296], [-3.388, 0.871, -1.477], [-4.137, 2.271, -0.702], [-2.113, 2.630, 0.676], [-1.655, 2.582, -1.029], [-1.005, 0.192, -0.800], [0.257, 1.624, 1.427], [0.272, 1.113, -2.219], [1.990, 2.074, -3.633], [3.923, 3.269, -3.968], [6.299, 3.288, -3.319], [5.512, 1.823, -2.720], [5.864, 3.151, -1.614], [3.251, 5.468, -3.023], [4.952, 5.456, -3.501], [4.512, 5.335, -1.798], [3.980, 3.639, -0.200], [2.256, 2.681, 1.232], [-1.827, 0.571, 2.113], [-1.022, -0.858, 1.452]],
  "mulliken_charge": [-1.276, 0.014, -0.600, -0.145, -0.139, 0.708, -0.681, -0.758, 0.766, -0.688, 0.245, -1.041, -0.622, -0.702, 0.273, -0.026, 1.022, -0.034, -1.321, 0.710, 0.212, -1.471, -1.477, -0.143, -1.366, -1.581, 0.313, 0.361, 0.322, 0.443, 0.350, 0.418, 0.433, 0.324, 0.339, 0.509, 0.328, 0.405, 0.260, 0.421, 0.048, 0.274, 0.317, 0.274, 0.392, 0.442, 0.361, 0.297, 0.362, 0.437, 0.295, 0.289, 0.316, 0.146, 0.646],
  "smiles": "Cc1ncsc1CCC(=O)N1CCC[C@@H](Nc2ccc(C(C)C)cc2)C1",
  "e_lumo_ev": 0.564,
  "homo_lumo_gap_ev": 8.3,
  "mol_weight_g_mol": 371.5,
  "homo_ev": -7.782,
  "e_above_lowest_kcal_mol": 2.8,
  "fmax_ev_per_a": 1.0,
  "e_tot_ev": -39601.9716
}

=====

# 5
{
  "formula": "CH5N4OS",
  "method": "wB97M-V/def2-TZVPD",
  "species": ["N", "C", "N", "O", "N", "N", "S", "H", "H", "H", "H", "H"],
  "xyz": [[1.411, -0.136, 0.063], [0.041, -0.167, -0.344], [-0.286, -1.321, -0.946], [0.694, -2.142, -1.415], [-0.889, 0.722, 0.076], [-0.560, 1.823, 1.058], [-2.499, 0.518, -0.307], [1.476, -1.099, -0.390], [1.617, -0.452, 1.021], [-1.101, -1.349, -1.446], [-0.266, 1.421, 1.957], [0.363, 2.182, 0.674]],
  "mulliken_charge": [-0.684, 0.305, 0.059, -0.826, 0.101, -0.659, -0.670, 0.444, 0.236, 0.175, 0.232, 0.287],
  "total_charge": -1,
  "smiles": "N/C(N[O-])=[N+](\\N)[S-]",
  "e_lumo_ev": 3.962,
  "homo_lumo_gap_ev": 6.6,
  "mol_weight_g_mol": 121.1,
  "homo_ev": -2.636,
  "e_above_lowest_kcal_mol": 0.0,
  "fmax_ev_per_a": 3.0,
  "e_tot_ev": -19958.6572
}

=====

# 6
{
  "formula": "C21H23FN2O5S",
  "method": "wB97M-V/def2-TZVPD",
  "species": ["O", "C", "C", "N", "C", "C", "C", "C", "C", "C", "S", "O", "O", "C", "C", "C", "C", "F", "C", "C", "N", "C", "C", "C", "C", "C", "C", "O", "C", "O", "H", "H", "H", "H", "H", "H", "H", "H", "H", "H", "H", "H", "H", "H", "H", "H", "H", "H", "H", "H", "H", "H", "H"],
  "xyz": [[0.157, 2.752, -1.188], [0.047, 2.336, -0.054], [-1.322, 2.136, 0.607], [-1.708, 0.747, 0.407], [-2.975, 0.462, -0.260], [-2.930, -0.880, -0.990], [-4.247, -1.109, -1.730], [-5.420, -1.080, -0.755], [-5.463, 0.256, -0.020], [-4.150, 0.495, 0.719], [-1.024, -0.354, 1.437], [-1.939, -1.396, 1.792], [-0.404, 0.367, 2.524], [0.339, -1.089, 0.517], [1.131, -1.975, 1.225], [2.267, -2.506, 0.641], [2.581, -2.122, -0.652], [3.698, -2.610, -1.219], [1.789, -1.249, -1.377], [0.654, -0.727, -0.779], [1.064, 1.931, 0.745], [2.373, 1.611, 0.364], [2.931, 2.034, -0.835], [4.208, 1.630, -1.217], [4.894, 0.797, -0.369], [4.339, 0.384, 0.845], [3.091, 0.783, 1.242], [5.217, -0.446, 1.487], [6.330, -0.571, 0.625], [6.138, 0.242, -0.511], [-2.049, 2.784, 0.117], [-1.282, 2.369, 1.675], [-3.106, 1.251, -1.012], [-2.773, -1.677, -0.265], [-2.100, -0.888, -1.698], [-4.212, -2.071, -2.243], [-4.382, -0.331, -2.485], [-6.356, -1.240, -1.294], [-5.304, -1.886, -0.029], [-6.291, 0.266, 0.690], [-5.630, 1.062, -0.740], [-3.995, -0.282, 1.468], [-4.174, 1.461, 1.229], [0.849, -2.230, 2.234], [2.910, -3.188, 1.173], [2.069, -0.974, -2.381], [0.034, -0.027, -1.315], [0.785, 1.546, 1.646], [2.358, 2.672, -1.485], [4.640, 1.954, -2.149], [2.664, 0.460, 2.177], [6.434, -1.623, 0.311], [7.243, -0.256, 1.154]],
  "mulliken_charge": [-0.648, 0.382, -0.991, 0.209, -0.621, -0.586, -0.943, -0.640, -0.784, -0.617, 1.348, -0.711, -0.780, 0.390, -0.812, -0.622, 0.373, -0.417, -0.964, 0.050, -0.070, 0.130, -0.637, -1.167, 1.202, 0.782, -0.946, -0.532, -0.368, -0.506, 0.612, 0.463, 0.660, 0.420, 0.197, 0.391, 0.374, 0.345, 0.339, 0.374, 0.351, 0.290, 0.382, 0.511, 0.458, 0.458, 0.517, 0.357, 0.525, 0.441, 0.467, 0.282, 0.281],
  "smiles": "O=C(CN(C1CCCCC1)S(=O)(=O)c1ccc(F)cc1)Nc1ccc2c(c1)OCO2",
  "e_lumo_ev": 0.714,
  "homo_lumo_gap_ev": 8.6,
  "mol_weight_g_mol": 434.5,
  "homo_ev": -7.860,
  "e_above_lowest_kcal_mol": 25.4,
  "fmax_ev_per_a": 1.2,
  "e_tot_ev": -48920.6241
}